A structure of composition C29H29Cl2IrN4O2 at a distorted geometry. Source: the Open Molecules 2025 dataset; level of theory: ωB97M-V/def2-TZVPD.

Last column: Mulliken charge in e.
Atoms and positions in Å:
Ir: -0.17 -0.20 0.56  2.9981
C: -3.51 0.88 1.79  -0.6555
C: -2.88 1.78 2.84  -0.9972
C: -1.44 1.34 3.12  -0.9146
N: -0.61 1.41 1.90  -0.3155
C: 0.14 2.49 1.74  0.7460
C: 0.41 3.45 2.75  -0.5607
C: 0.93 4.72 2.67  -0.6410
C: 1.25 5.48 1.55  -0.3778
C: 1.27 5.02 0.25  -0.7703
C: 1.14 3.72 -0.22  -0.2886
C: 0.82 2.53 0.46  0.8754
N: 1.02 1.32 -0.08  -0.2712
C: 1.98 1.32 -1.21  -1.1181
C: 2.19 -0.04 -1.81  -0.5882
C: 0.89 -0.48 -2.43  -1.4375
N: -0.14 -0.77 -1.42  -0.3940
C: -1.21 -1.41 -1.89  0.8971
C: -1.47 -1.52 -3.26  -0.4354
C: -2.37 -2.33 -3.95  -0.5803
C: -3.16 -3.37 -3.48  -0.4944
C: -3.29 -3.74 -2.15  -0.5650
C: -2.86 -3.08 -1.01  -0.4882
C: -2.11 -1.89 -0.86  0.5817
N: -2.06 -1.19 0.26  -0.5260
C: -3.09 -1.61 1.25  -1.6449
C: -3.51 -0.57 2.28  -0.7281
H: -2.91 0.96 0.89  0.1848
H: -4.52 1.21 1.52  0.5236
H: -3.43 1.74 3.79  0.4063
H: -2.89 2.83 2.51  0.3582
H: -1.41 0.33 3.48  0.1005
H: -1.04 1.96 3.91  0.5838
H: 0.18 3.12 3.75  0.3666
H: 1.05 5.22 3.63  0.3651
H: 1.52 6.51 1.71  0.3675
H: 1.48 5.76 -0.52  0.3791
H: 1.30 3.60 -1.28  0.2771
H: 2.92 1.75 -0.85  0.5322
H: 1.60 1.98 -2.00  0.3726
H: 2.49 -0.74 -1.03  -0.2839
H: 3.00 -0.02 -2.54  0.7363
H: 1.04 -1.38 -3.03  0.6103
H: 0.52 0.31 -3.09  0.5079
H: -0.90 -0.85 -3.89  0.3310
H: -2.39 -2.17 -5.02  0.3634
H: -3.69 -3.95 -4.21  0.3546
H: -3.86 -4.64 -1.96  0.3666
H: -3.14 -3.55 -0.08  0.4598
H: -2.75 -2.51 1.77  0.3277
H: -3.96 -1.88 0.66  1.0999
H: -2.84 -0.68 3.13  0.2743
H: -4.50 -0.84 2.65  0.5725
Cl: 4.19 -4.44 4.95  -0.2014
C: 3.40 -3.50 3.73  0.1083
C: 4.12 -3.17 2.56  -0.4973
C: 3.55 -2.44 1.56  0.2146
Cl: 4.46 -2.05 0.14  -0.1995
C: 2.20 -1.99 1.64  0.0461
O: 1.67 -1.34 0.68  -0.8431
C: 1.51 -2.33 2.84  0.4826
C: 0.18 -1.92 3.02  0.3927
O: -0.54 -1.20 2.28  -0.4712
C: 2.12 -3.09 3.87  -1.2004
H: 5.15 -3.49 2.45  0.4691
H: -0.32 -2.26 3.93  0.3814
H: 1.56 -3.34 4.76  0.4749

As for the relative energy (zero: lowest compared OMol25 entry of this formula, charge and spin): 2.0334 eV. For the LUMO energy (alpha / beta), the calculation gives -3.9950 / -4.4898 eV. The value obtained for the gap between HOMO and LUMO (alpha / beta) is 6.08 / 5.29 eV. The total charge is +1. The calculation puts the total energy at -2516.36120 Eh. The spin multiplicity is 2.